This record from the OMol25 dataset describes 2 unconnected molecules or ions with the total composition C2H9NOS2. The level of theory is ωB97M-V/def2-TZVPD.

```
15
Properties=species:S:1:pos:R:3:forces:R:3
S -1.7568 -0.3358 1.4495 0.5 0.1 1.7
S -0.2246 1.0357 1.1464 -1.2 0.0 0.0
O 0.8144 -0.0770 -1.7209 0.2 0.1 -0.2
N 3.1978 -0.1152 -0.9667 -1.6 -0.2 -0.8
C 2.1854 -0.2425 -2.0449 1.1 0.4 0.5
C -2.1860 -0.9243 -0.1370 -0.2 -0.2 -1.1
H 2.3563 -1.2149 -2.5030 0.0 0.1 -0.4
H 3.0463 -0.8748 -0.3073 0.2 0.4 0.3
H 2.3976 0.6138 -2.6787 0.0 -0.4 -0.6
H 2.9927 0.7892 -0.5564 0.3 -0.2 0.6
H 0.6347 -0.4772 -0.8733 0.0 -0.2 0.4
H -2.6171 -0.1249 -0.7342 0.0 -0.1 -0.2
H -1.1437 1.9779 0.8182 0.7 0.1 0.0
H -2.9295 -1.7116 0.0061 0.0 0.1 0.1
H -1.3397 -1.3700 -0.6433 0.1 0.0 -0.2
```
Forces are in eV/Å.

Strongest force on any atom   1.817 eV Å⁻¹
E_tot   -1007.94130 a.u.
Highest occupied orbital energy   -9.1 eV
Molar mass   127.234 g mol⁻¹
LUMO energy   0.47 eV
Energy above the lowest of the compared OMol25 structures with the same formula, charge and spin   59.2 kJ/mol
Frontier orbital gap   9.597 eV
SMILES   CSS.NCO